*i*
ORCA calculation (wB97M-V/def2-TZVPD) on 40 unconnected molecules or ions with the total composition H80O40.

As for the multiplicity: 1. For the HOMO energy, the calculation gives -10.391 eV. The LUMO energy comes out at -0.8 eV. Its total charge is 0.

```
120
Properties=species:S:1:pos:R:3:mulliken_charge:R:1
O 1.44346 -4.14678 4.51969 -0.72
O 5.03822 2.20589 -0.43674 -0.66
O -1.13066 -3.87767 -0.71951 -0.64
O 0.70975 4.25395 1.72082 -0.60
O 0.43360 -2.34999 1.25966 0.53
O 1.83192 -5.02948 -3.82468 -0.65
O -2.00568 3.74988 0.83358 -0.35
O -3.07618 -1.24021 -0.36532 -0.62
O -5.21374 -2.29782 3.25384 -0.72
O -0.66933 -1.53962 -1.89366 0.41
O -6.14482 -1.80684 -2.50113 -0.64
O 4.78345 -2.73584 -1.49978 -0.67
O 5.07109 0.49380 -4.31154 -0.63
O -0.08024 1.24450 -0.54250 0.50
O -2.69883 5.37664 -2.19649 -0.58
O 3.33538 4.46418 3.74104 -0.61
O 2.72969 0.77003 -6.16271 -0.60
O 2.09777 0.15312 -1.57887 -0.27
O 3.49322 -5.17343 -0.83711 -0.62
O -2.11714 0.87606 1.55253 -0.16
O -3.06163 -1.34165 -3.20220 -0.54
O -4.32960 2.20763 0.39364 -0.70
O -2.81756 -2.99257 2.24996 -0.54
O 1.18597 -2.82838 -4.68758 -0.58
O -4.45323 0.81471 -2.20268 -0.81
O 1.74174 5.28267 -0.34826 -0.69
O 3.30168 -3.62799 1.42881 -0.65
O -0.51041 2.90370 4.92862 -0.68
O -0.30201 0.42593 6.25525 -0.59
O -1.21578 -0.00895 3.80853 0.06
O 2.65384 -1.16868 2.81312 -0.63
O 2.91404 3.17313 1.26209 -0.52
O -3.77056 -0.68515 4.45714 -0.57
O 0.12993 -1.95562 4.56632 -0.35
O -0.53055 -0.77108 -4.36881 -0.54
O -0.07696 3.70914 -2.30730 -0.65
O -2.53566 2.70963 -3.04413 -0.45
O 0.83768 0.72718 2.40449 -0.57
O 0.62848 2.52328 -4.85151 -0.53
O 2.13781 -2.73815 -1.00791 0.00
H 1.14677 1.78471 -4.51839 0.20
H 2.34952 0.67643 -2.37568 0.15
H 0.85034 -2.70394 2.05588 -0.13
H -2.80879 6.23154 -1.89062 0.24
H 2.78258 -4.51845 -0.90660 0.26
H -0.49269 -0.44591 6.62999 0.27
H -4.58681 -0.66331 3.80778 0.37
H -2.96918 -2.04772 -3.87903 0.31
H 2.00585 3.48883 0.92189 0.21
H 4.62928 1.32524 -0.64967 0.31
H 0.37741 0.17513 5.58663 0.33
H 0.08760 1.28702 0.43008 -0.18
H 0.72209 3.71970 2.51203 0.15
H -0.90316 3.31157 -1.95921 0.02
H 5.58454 1.29504 -4.11403 0.34
H 0.74891 -4.53108 3.98097 0.32
H 2.57656 4.82394 -0.41800 0.33
H 4.27868 2.63092 0.01337 0.38
H 1.11217 2.79295 -5.66544 0.33
H 2.11224 0.36254 -5.51261 0.18
H -2.20985 1.67514 0.99640 0.13
H 3.05557 -2.54006 -1.29471 0.28
H 3.88040 4.08058 3.00679 0.36
H -2.02951 1.29444 2.45122 0.32
H -5.05335 -2.12347 2.32536 0.34
H -2.74516 4.39366 0.82594 0.24
H -2.66841 -2.73509 1.35171 0.25
H -5.63481 -0.97004 -2.32241 0.36
H -0.93027 -2.99194 -1.09167 0.00
H 4.61836 0.52739 -3.45582 0.28
H -0.54583 -1.36081 -2.85853 0.15
H -4.62642 1.34128 -1.40265 0.44
H -2.31414 -1.79527 -0.63361 0.21
H -4.05996 -0.11545 5.19279 0.22
H 2.03075 -4.33720 -3.17964 0.29
H -0.05739 -0.00650 -4.06192 0.17
H 5.15689 -3.62887 -1.45003 0.30
H 1.45365 0.75413 -1.10247 0.22
H -1.41762 -0.66246 -4.75575 0.26
H 0.86490 -4.89115 -3.78905 0.33
H 0.97477 4.75026 -0.57574 0.33
H 3.55144 -0.83331 2.79016 0.24
H 2.18907 -4.31606 3.89671 0.34
H -0.69329 2.06286 4.48800 0.22
H -2.56265 2.23422 -3.90232 0.24
H -1.38962 4.28324 1.33440 0.14
H 5.02635 -2.35469 -0.62903 0.29
H 0.80073 -2.66102 4.46942 0.29
H -0.50385 3.84091 -3.19597 0.44
H 0.57519 -2.16815 -4.95382 0.32
H 2.84017 2.61403 2.02224 0.24
H 0.25374 2.60358 5.45052 0.37
H -0.47134 -2.65837 1.20663 -0.21
H -3.82355 0.20259 -1.80405 0.25
H -2.04828 -3.53660 2.53784 0.21
H 3.28419 -2.86771 2.02688 0.35
H 1.35774 4.94147 1.69933 0.47
H -2.55248 -0.45430 -0.10901 0.29
H -0.45388 -0.80144 -1.33751 -0.37
H -4.84050 2.06307 1.20460 0.23
H -1.41623 -4.40195 -1.47296 0.32
H 3.15015 -6.02984 -1.09427 0.28
H -2.16088 -1.38018 -2.79542 0.57
H -3.42821 2.01541 0.66578 0.00
H 1.97696 -2.46297 -4.30941 0.26
H 1.67126 -2.05068 -0.54816 -0.13
H -4.34920 -2.62764 3.55090 0.36
H -1.77991 -0.10727 4.57645 0.23
H -0.12626 -2.09499 5.47954 0.23
H 2.41058 4.27658 3.65720 0.26
H -3.39890 2.31036 -2.78460 0.25
H 0.63836 -0.05104 1.81761 0.09
H 3.47680 0.48088 -5.61762 0.42
H -1.93750 4.88147 -2.37291 0.41
H -5.79783 -2.34201 -1.73848 0.32
H 0.37489 0.49013 3.21646 0.25
H 0.43400 1.95902 -0.94493 0.04
H 2.62910 -3.38079 0.74001 0.34
H 1.88358 -0.59586 2.72553 0.18
H -1.89454 -0.48580 3.27000 -0.05
```

=====

*ii*
ORCA calculation (wB97M-V/def2-TZVPD) on 40 unconnected molecules or ions with the total composition H80O40.

As for the multiplicity: 1. For the HOMO energy, the calculation gives -10.052 eV. The LUMO energy comes out at -0.6 eV. Its total charge is 0.

```
120
Properties=species:S:1:pos:R:3:mulliken_charge:R:1
O 2.30509 -0.05588 2.08430 -0.28
O 3.11136 4.12929 -1.71050 -0.57
O 0.71101 -3.29667 3.35220 -0.32
O -2.63448 -0.21512 -4.92064 -0.47
O -5.03806 0.02463 -3.67776 -0.60
O 3.07504 -0.17651 -4.45730 -0.53
O -1.83037 -5.75584 0.80642 -0.75
O -0.93459 -4.13807 1.17932 -0.40
O 2.22325 -4.93852 3.85294 -0.61
O 1.09327 -5.57161 0.48911 -0.81
O 4.91326 -1.76293 -2.98866 -0.60
O -0.80673 -1.21645 0.15817 0.23
O -1.25870 6.58235 0.14158 -0.56
O -0.34545 -4.46819 -1.20387 -0.68
O 3.94445 3.57785 0.66742 -0.61
O -3.28435 1.52017 -1.10389 -0.91
O -0.56610 1.92275 0.11622 0.24
O 4.36946 -2.20927 0.79106 -0.37
O 1.79238 -3.00895 1.59438 -0.26
O -0.03316 -1.30654 -3.98531 -0.61
O 0.13384 1.27665 2.52920 -0.18
O 0.83207 3.29516 -4.50562 -0.55
O 0.63114 2.14912 -2.35503 0.19
O -3.29271 -0.70756 4.36511 -0.63
O -1.57656 0.66311 -2.17964 0.70
O -0.60922 -0.66546 5.64644 -0.62
O -4.00641 -1.81454 0.03998 -0.64
O 3.31301 1.40073 -1.52760 -0.72
O -3.36128 5.11780 1.01565 -0.68
O -3.61721 -3.85317 -3.14604 -0.66
O 2.67137 -1.82013 4.40885 -0.68
O 2.30046 3.22987 2.62844 -0.63
O -1.34493 3.85759 2.97529 -0.66
O -2.15802 -1.96487 -1.47772 0.49
O 6.37377 -0.18543 0.24870 -0.62
O -2.89847 2.47958 -3.50381 -0.47
O 0.18675 4.69233 -1.32886 -0.63
O -5.75203 0.24623 -0.73412 -0.69
O -3.37774 0.95872 1.64603 -0.45
O 2.70343 1.52189 4.63315 -0.76
H -3.05692 -1.93637 0.21962 0.42
H 5.15393 -2.66414 1.11445 0.21
H 1.51951 3.48498 3.11140 0.25
H 3.13538 3.73928 1.14559 0.37
H 2.67169 -1.91608 3.41420 0.45
H 0.21707 -5.67554 0.83619 0.42
H 3.88005 4.58258 -2.09685 0.19
H -3.50588 4.36916 0.40114 0.34
H -0.76386 1.09168 2.29677 0.05
H -1.36634 3.00361 2.54904 0.23
H 2.77724 2.50128 3.03708 0.35
H 2.27600 -5.48746 3.08110 0.27
H -4.87227 0.63700 -0.40016 0.33
H 3.96363 -1.78619 -3.02599 0.32
H -4.03276 1.50160 2.09774 0.25
H -5.03787 -0.87253 -3.34797 0.27
H 3.28129 2.26535 -1.97837 0.38
H -0.04136 -1.78557 0.21431 -0.04
H -1.30847 0.65770 -3.10834 0.12
H 5.26235 -2.34203 -2.32438 0.28
H 2.78638 0.09292 -5.32837 0.24
H -1.97059 -0.28596 -5.59823 0.24
H -0.97937 7.06793 0.89652 0.25
H 6.64192 0.42199 0.93935 0.29
H -0.98381 2.75310 -0.06260 -0.03
H 0.45773 -2.86086 2.51356 0.43
H -1.03921 -3.82689 -1.06007 0.09
H 2.55857 -4.09202 3.58247 0.30
H 0.80430 2.40053 -4.20445 0.20
H 1.17609 -4.95419 -0.35651 0.46
H 0.31127 -0.48945 5.48854 0.27
H -2.76421 -0.67895 3.55001 0.33
H -2.40971 -1.16162 -2.01378 -0.63
H -4.40888 -2.67607 -0.13909 0.27
H -3.79389 0.07774 1.57261 0.16
H 2.91908 0.57567 4.49332 0.34
H -3.67769 -3.49378 -2.25758 0.22
H -0.66011 0.59104 -1.83702 -0.59
H 3.31534 3.55058 -0.85981 0.41
H 0.40830 5.37213 -0.70335 0.28
H -2.41119 -5.18600 0.30396 0.37
H -4.95572 0.69433 -2.97707 0.30
H 0.01408 1.59380 -0.56617 0.11
H 1.73423 1.48584 4.66492 0.29
H -0.63457 -1.89831 -4.45337 0.29
H -5.46831 -0.65672 -0.85647 0.30
H 3.01682 -0.09849 1.46549 0.06
H -2.37417 5.14924 1.01971 0.38
H 1.33996 -3.86898 1.47194 0.04
H 0.28965 -3.00286 4.21309 0.21
H -0.99080 0.20682 5.64880 0.34
H -0.23240 -3.50770 0.99572 -0.34
H -2.82932 3.33043 -3.92426 0.24
H 2.30444 -2.63165 4.73919 0.33
H -3.28201 0.43781 -5.17032 0.23
H 4.80281 3.73001 1.02332 0.21
H -2.81086 -0.96524 5.17453 0.28
H 3.66123 0.77545 -2.17909 0.22
H -2.35451 1.21618 -1.09225 0.46
H 0.77225 0.98445 1.89077 0.19
H -2.74931 -1.85085 -0.70272 0.25
H 4.82122 -1.50592 0.30777 0.21
H 3.92633 0.34929 -4.38308 0.30
H 2.60056 -2.94708 1.09092 0.10
H 6.26761 0.25358 -0.58538 0.30
H -2.01778 6.63646 -0.41120 0.30
H 1.69161 -0.76639 2.17674 0.13
H -0.68932 -4.49344 2.03394 0.64
H 0.83958 2.91892 -1.81293 -0.08
H -3.28207 1.67795 -0.14267 0.18
H -0.36959 -0.57466 -0.40178 0.09
H 1.48031 1.64251 -2.48153 0.35
H 1.40571 3.43568 -5.25280 0.25
H -2.26985 4.08067 3.20634 0.31
H -0.64072 -5.34444 -1.00233 0.40
H -0.23477 -1.35444 -3.03176 0.15
H 0.86512 4.76202 -2.00327 0.16
H -2.88616 2.63445 -2.56187 0.17
H -3.35171 -3.01517 -3.61614 0.34
H -1.80019 -5.59382 1.76566 0.36
```

=====

*iii*
ORCA calculation (wB97M-V/def2-TZVPD) on 40 unconnected molecules or ions with the total composition H80O40.

As for the multiplicity: 1. For the HOMO energy, the calculation gives -10.204 eV. The LUMO energy comes out at -0.7 eV. Its total charge is 0.

```
120
Properties=species:S:1:pos:R:3:mulliken_charge:R:1
O -4.95421 1.59379 2.53206 -0.55
O -5.30128 -2.16531 -1.80168 -0.50
O 3.97255 3.57381 -2.86469 -0.57
O 0.97117 2.61418 -2.54527 -0.02
O 0.24363 1.25986 -4.69781 -0.63
O -2.09509 -0.43376 -0.05056 -0.56
O -2.36627 0.27905 6.52109 -0.76
O -0.93417 -2.66571 -4.83472 -0.49
O -3.32737 1.77386 -2.09925 -0.56
O 1.66363 0.94681 3.92140 -0.55
O 0.26318 -1.89507 -1.73677 0.41
O 1.16490 -1.74823 1.28527 -0.18
O 2.99549 0.79901 1.59018 0.38
O 5.91245 0.16376 -1.70482 -0.60
O 2.92913 0.56474 -3.58680 -0.61
O -2.07317 -0.28401 -5.48200 -0.65
O 0.44089 6.55456 -0.89428 -0.56
O 1.91278 -3.75123 -3.34813 -0.70
O -1.29766 3.54664 -5.06497 -0.67
O -0.62639 0.30507 1.76540 1.17
O 4.59928 3.14807 2.32402 -0.61
O -1.25876 3.17240 2.97349 -0.57
O 2.26683 -4.67729 2.74504 -0.67
O -2.55381 -2.86413 2.01276 -0.43
O -1.70024 3.84151 -2.04866 -0.72
O -0.56283 2.17429 5.34637 -0.64
O -2.41454 2.89017 0.52276 -0.59
O -3.60214 2.71519 4.80714 -0.70
O 4.09549 -4.69744 -2.29555 -0.63
O -1.48899 -0.20329 4.10755 -0.44
O 1.62472 3.84020 2.27458 -0.58
O -3.36997 -3.04614 -3.87385 -0.64
O 3.36274 0.94607 -0.85775 -0.40
O 0.39344 1.65603 -0.18863 0.49
O -1.27186 -3.70783 -0.20656 -0.60
O 1.84075 -4.37924 0.14273 -0.65
O -0.53762 -4.43456 3.25247 -0.49
O -1.38616 0.08707 -2.52954 0.10
O 5.37689 -0.38769 2.50443 -0.53
O -3.65938 -5.35936 0.69546 -0.68
H 4.16491 -3.89905 -2.77374 0.33
H 5.78139 0.19329 3.19663 0.29
H 1.14921 1.39155 -5.04440 0.23
H 1.76727 3.69846 3.32937 0.39
H -3.57285 3.52540 4.38916 0.30
H 4.56775 3.28045 -2.27347 0.27
H -5.78760 -1.49524 -1.53370 0.23
H -3.05068 -2.15586 -3.94678 0.38
H 1.78822 1.79413 4.23302 0.18
H -5.38228 0.80927 2.38931 0.26
H -4.92990 1.85175 3.43198 0.33
H 1.80511 -5.58046 2.50830 0.36
H -2.62940 1.90013 0.31550 0.13
H -1.10640 -3.34617 -1.08955 0.19
H 6.26569 0.95925 -1.24891 0.32
H -1.03968 1.79345 6.22591 0.44
H 2.74922 -0.20745 1.52824 -0.18
H -3.41275 -3.21313 1.69861 0.29
H -0.44749 -5.11975 3.86468 0.26
H 2.71306 1.27222 2.39911 0.03
H 0.48468 1.53091 0.85319 -0.11
H 0.70382 -1.84838 0.41807 0.02
H 2.35077 -3.51643 -0.03459 0.21
H 2.21923 -4.53936 1.10375 0.42
H 1.85544 0.30089 4.73135 0.27
H -2.92447 -4.70628 0.51980 0.25
H -2.65986 0.34195 -0.28481 0.10
H -0.14454 0.85762 -0.36406 -0.05
H -2.06364 0.20697 3.45915 0.18
H -1.69404 -3.17831 -5.16764 0.29
H -0.07169 -0.42959 2.07460 -0.17
H 1.71713 -4.37513 -2.53352 0.38
H 4.01854 -4.64925 -1.37217 0.28
H -3.71172 -3.29806 -2.96087 0.26
H -0.59631 0.74176 -2.69159 0.08
H 1.07734 5.82114 -0.72945 0.19
H -1.98127 3.88552 -1.05013 0.33
H 5.09719 -0.03892 -1.40563 0.29
H -1.44551 -4.12356 3.38959 0.28
H -3.79904 2.30479 -2.61280 0.24
H -1.76739 0.33614 -3.52421 -0.34
H 2.70129 1.52438 -0.44068 -0.04
H 2.41756 -0.44562 -3.50088 0.27
H 1.02745 6.85022 -0.04294 0.37
H -0.54888 -3.67289 0.40519 0.14
H 1.88045 -4.24683 3.47844 0.28
H 2.74629 -4.20872 -3.73936 0.29
H -2.53697 2.36404 -1.83911 0.35
H -0.93709 2.93914 -4.39768 0.44
H -2.06017 0.49198 -4.90429 0.35
H -2.91173 3.05918 1.36315 0.22
H -2.75382 1.12264 5.96861 0.25
H -1.81566 -0.18593 5.93912 0.40
H -1.13279 -0.33387 -5.42760 0.41
H -1.21476 -0.10871 1.03621 -0.06
H 1.42176 3.23708 -3.23892 0.14
H 3.12079 0.17168 -0.56790 0.22
H 3.48614 0.84921 -2.69103 0.30
H -5.94881 -2.82024 -2.21993 0.28
H 4.36511 2.14397 2.01641 0.24
H -2.16390 3.83698 -4.74082 0.33
H -0.85230 3.68240 -2.17635 0.26
H -0.41031 -1.48714 -2.12506 0.13
H -0.17844 -3.07343 -4.65725 0.18
H 5.28578 3.32909 1.69929 0.28
H -1.12025 -1.02091 3.87856 0.15
H -0.43456 1.83851 -5.10012 0.27
H -0.70993 1.68944 4.58918 0.23
H -3.82978 -5.37509 1.65235 0.31
H 0.74519 -2.56293 1.65079 -0.01
H 0.86640 -2.16957 -2.53146 -0.11
H -0.44530 3.24261 3.39063 0.27
H 0.98084 3.18879 2.18724 -0.20
H 5.92517 -1.08229 2.16906 0.27
H -2.00202 -3.29063 1.42233 0.40
H -0.93194 3.32760 2.03398 0.45
H 3.57610 3.01003 -3.50568 0.32
H -1.67548 -0.70870 -0.87358 0.12
H -2.91738 2.16546 4.29026 0.40
H 1.68049 1.90656 -2.47930 -0.15
```

=====

*iv*
ORCA calculation (wB97M-V/def2-TZVPD) on 40 unconnected molecules or ions with the total composition H80O40.

As for the multiplicity: 1. For the HOMO energy, the calculation gives -10.427 eV. The LUMO energy comes out at -0.1 eV. Its total charge is 0.

```
120
Properties=species:S:1:pos:R:3:mulliken_charge:R:1
O -1.67400 1.49581 0.37518 -0.31
O 0.41625 -1.04333 1.87762 1.05
O 0.77410 4.98767 1.04349 -0.80
O -1.14195 -1.00772 -0.94938 1.42
O -2.43442 1.07803 -5.36962 -0.59
O -2.03724 3.53446 -1.46028 -0.74
O -1.62269 -1.59300 3.53385 -0.86
O -3.54637 -2.01834 -1.26530 -0.69
O -0.11776 0.02461 5.01151 -0.89
O 0.97333 -0.00321 -3.66128 -0.35
O 4.70724 1.21004 1.95377 -0.64
O 2.60488 0.15785 2.97461 -0.77
O -2.91914 1.66473 4.39392 -0.57
O -3.97062 2.54349 0.65857 -0.70
O 0.27569 4.80801 -1.69474 -0.72
O -2.22873 -3.67647 1.82069 -0.58
O 2.71769 -2.81543 4.26880 -0.66
O 5.25252 -3.32586 0.30576 -0.69
O 0.26314 -4.33545 -0.05714 -0.77
O 4.51788 -1.42832 1.81417 -1.03
O 3.72261 -1.57941 -0.70865 -0.85
O 0.19478 2.52838 -2.81440 0.28
O -3.72253 0.11210 0.46979 -0.68
O 3.08642 1.73258 -3.67795 -0.70
O -0.91905 -1.67785 -3.71583 -0.81
O -3.99981 -1.51131 2.55174 -0.89
O 1.12932 -2.22788 -1.57654 -0.72
O -0.41001 2.51770 4.82021 -0.68
O 0.17114 -3.45837 4.57076 -0.69
O 0.84209 1.05145 0.13961 2.40
O -0.71946 3.35490 -5.22007 -0.77
O -0.23262 0.86244 -6.19435 -0.73
O -0.95712 3.01037 2.34805 -1.22
O 2.46921 3.08189 0.12271 -1.04
O -1.74431 0.65329 -2.80996 -0.28
O 3.03231 -3.58352 1.63281 -0.75
O 3.41547 0.86718 -1.19097 -0.91
O -3.33624 -4.28174 -2.87820 -0.52
O 0.45456 -5.04108 2.39778 -0.79
O -3.22299 3.80246 -3.82019 -0.66
H -0.48939 1.93294 -2.63465 -0.47
H -1.98228 1.02649 -3.69674 0.04
H 4.33429 -1.16005 0.89094 0.38
H 3.13562 -2.85714 3.41343 0.24
H -1.11322 -0.13083 -1.33361 0.00
H -0.31920 -1.30461 -4.38182 0.32
H -3.12774 -1.42809 3.02743 0.60
H 0.58259 -1.59934 -1.24788 0.08
H 4.58228 0.44028 2.45911 0.35
H -1.04634 -0.98702 0.03859 -0.23
H -2.67558 3.83206 -3.10900 0.28
H 3.42769 1.64100 -0.64623 0.39
H -2.63320 -2.20644 -1.20702 0.04
H -1.20484 2.91308 5.17280 0.34
H -3.95150 4.24681 -3.47347 0.29
H -0.87185 0.50526 -6.69591 0.27
H 5.31085 -1.91300 1.59670 0.51
H -0.09412 -3.98302 5.32394 0.25
H -0.64991 2.60647 3.91952 0.40
H -0.07897 1.29877 -0.01787 -0.48
H 3.06747 2.62564 0.75266 0.25
H -1.67832 3.61471 2.05141 0.43
H 5.48268 -4.17215 -0.02266 0.26
H 0.63616 -4.68866 0.79627 0.45
H -3.14013 1.73363 -4.99049 0.27
H 0.87012 4.06199 -1.73280 0.14
H 1.00185 0.46364 -2.89261 -0.12
H -2.44899 1.05279 0.54490 0.30
H -2.54865 -4.61215 1.75541 0.28
H 1.71790 2.41034 -0.02549 0.36
H -3.10959 0.39373 -5.42390 0.28
H 0.37757 5.09600 -0.76522 0.55
H -1.91338 -0.25856 -2.81537 -0.01
H 1.01916 -3.03432 4.69350 0.35
H 3.02418 2.68641 -3.80528 0.26
H -3.55142 -2.31065 2.01754 0.40
H -1.44721 -2.28360 4.23763 0.32
H -3.25841 -5.19528 -2.87724 0.25
H 3.22269 -0.36413 2.51330 0.33
H 2.53600 0.31000 -1.03492 0.06
H 5.24633 0.75055 1.26179 0.33
H -3.78688 -0.53189 1.25970 0.47
H -1.40359 -3.83862 2.18513 0.15
H -0.33529 -1.86990 -2.89383 0.36
H 3.18802 -2.09516 4.68172 0.27
H -4.09463 -2.49810 -1.94166 0.25
H 2.58788 -3.31342 0.76594 0.33
H 2.69644 1.04808 2.70586 0.29
H -3.10329 -4.01684 -3.71906 0.26
H 0.82300 0.46629 0.94252 -0.23
H -4.37426 1.64726 0.58933 0.37
H 1.75566 0.44979 -4.15376 0.25
H -0.08751 0.61731 -5.24817 0.44
H -0.46839 2.49566 -5.58211 0.43
H 3.69379 -0.72413 -1.36688 0.38
H -1.70816 3.46393 -5.10342 0.30
H -2.82038 1.53515 3.51310 0.23
H 0.71678 0.07168 4.35486 0.18
H 2.76779 -2.02257 -0.97114 0.36
H 0.59255 -4.56834 3.24933 0.35
H -1.18504 2.29133 1.72154 0.53
H 0.77861 -3.01656 -1.25193 0.51
H 0.00344 2.89233 -3.64839 0.35
H 0.11539 4.23010 1.27782 0.42
H -2.30460 4.35984 -1.01154 0.34
H 3.38100 1.60480 -2.71372 0.40
H -1.27252 -0.82790 3.99783 0.16
H 3.91667 -3.20012 1.48072 0.46
H -3.67233 -0.61114 -0.19798 0.13
H -0.39763 -1.19440 2.34989 0.05
H -4.13571 2.87068 -0.21425 0.26
H 1.25991 -0.82848 2.45235 -0.25
H 4.69595 -2.87754 -0.34712 0.41
H 1.57966 4.66015 0.82866 0.40
H -0.59780 -3.94515 0.25026 0.19
H -0.31645 1.04972 5.00660 0.50
H 1.38273 -5.53889 2.32261 0.39
H -1.05705 3.72838 -1.53900 0.29
H -3.70616 1.06832 4.53383 0.31
H -1.85719 2.04574 -0.36673 0.26
```

=====

Stability, highest: *iv*